[1]
The following is a DFT calculation (ωB97M-V with the def2-TZVPD basis set) of a cluster of 2 separate species, C8H19N2S in total in a non-equilibrium geometry.

Each line ends with the Mulliken charge.
Positions of all 30 atoms, in Å:
1 H 0.004 -3.769 -0.140  0.4390
2 N -2.524 0.193 -1.372  -0.3189
3 H -3.209 0.906 -1.584  0.1741
4 C -0.023 -1.641 0.264  0.8057
5 C -2.113 -0.047 -0.160  0.1869
6 H -2.823 2.633 1.003  0.3865
7 C 1.581 0.406 -0.088  -0.4018
8 H 3.758 -0.170 -0.022  0.3416
9 C -3.423 1.753 1.155  -0.8945
10 H 1.658 0.610 1.066  0.3450
11 H -1.719 0.481 1.762  0.2212
12 H -1.599 -3.282 0.196  0.4532
13 H 0.722 -0.902 -1.555  0.3930
14 H 3.159 0.615 -1.556  0.2737
15 C 3.058 0.614 -0.493  -0.4981
16 H -4.060 1.801 0.237  0.2594
17 N -2.396 0.678 0.896  -0.1562
18 C -0.660 -2.893 -0.237  -1.6343
19 H 3.123 2.666 0.699  0.2569
20 H 1.886 -1.644 -0.519  0.5457
21 S 0.113 -1.464 1.936  -0.1069
22 H 0.906 1.205 -0.542  0.1991
23 H 4.733 2.017 -0.152  0.3114
24 C 1.064 -0.957 -0.564  -0.8318
25 H -0.770 -2.405 2.208  0.2489
26 H 3.336 2.754 -1.066  0.2881
27 H -1.037 -3.121 -1.300  0.3236
28 H -4.049 1.539 2.100  0.2864
29 C 3.590 1.992 -0.221  -1.1487
30 H -2.284 -0.567 -1.948  0.2518

Forces on the atoms, in the same order (eV/Å):
0.41 0.49 0.37
-0.68 0.44 0.63
-0.10 -0.22 -0.53
-0.77 0.59 -1.18
2.26 -0.24 1.95
-0.26 0.97 1.23
0.27 1.39 1.24
-1.29 0.97 -0.71
-0.15 -1.33 -1.46
-0.85 -0.77 -1.91
-2.09 0.36 -2.42
0.50 0.89 1.01
-0.33 0.05 -1.42
0.04 -1.06 -0.96
0.36 -0.38 0.64
-0.04 -0.38 0.98
1.22 -0.79 2.83
-1.61 -2.57 -1.81
1.27 -2.28 -1.73
0.60 -0.76 -0.11
0.28 0.57 0.26
0.96 -0.79 0.71
-1.69 -0.05 0.11
-0.82 0.32 2.18
-0.42 -0.46 0.35
0.41 -1.58 1.07
1.23 1.72 0.75
1.36 0.73 -1.58
0.20 4.46 1.11
-0.27 -0.29 -1.58

- ΔE to the lowest compared entry with this formula, charge and spin: 5.1534 eV
- Net charge: +1
- E: -22409.577 eV
- Lowest unoccupied orbital energy (alpha / beta): -4.310 / -4.309 eV

---

[2]
The following is a DFT calculation (ωB97M-V with the def2-TZVPD basis set) of a structure of composition C19H22CdN5O3SbSe4.

Each line ends with the Mulliken charge.
Positions of all 55 atoms, in Å:
1 C -2.288 -2.336 0.162  0.0546
2 N -1.417 -1.455 -1.969  0.2690
3 C -1.216 3.728 -1.945  -0.7522
4 H 1.867 -3.693 0.182  0.3497
5 Se 2.074 4.296 1.667  -0.7664
6 C -1.922 -3.857 -3.299  -0.9294
7 Sb 1.169 2.457 2.999  0.4847
8 C -0.879 -2.880 -5.342  -0.7814
9 C -1.293 -2.794 -3.993  1.1591
10 Se -1.294 1.935 2.432  -0.7904
11 C 0.033 -0.654 -5.214  -0.5556
12 Se 2.198 0.181 2.270  -0.8188
13 H 2.643 1.143 -1.627  0.2519
14 H -1.090 -3.792 -5.892  0.3506
15 H 2.574 1.220 -3.401  0.2587
16 C -2.247 -3.695 -1.988  -0.8218
17 H 0.491 -4.020 -0.903  0.3182
18 N -0.290 2.039 -0.779  -0.3197
19 O 1.280 -0.509 -0.973  -0.3828
20 H 0.569 0.158 -5.690  0.4306
21 C -0.388 -0.527 -3.917  -0.1901
22 Cd -0.029 0.187 1.081  2.1626
23 H 3.727 -3.573 -1.881  0.2497
24 N 2.852 -0.701 -2.568  0.3916
25 C 3.059 0.735 -2.546  -1.1430
26 H 4.651 -1.583 -3.188  0.3053
27 H 0.568 -2.503 -0.001  -0.0083
28 H 0.752 3.839 -0.853  0.3417
29 O -3.186 -3.091 0.553  -0.7616
30 H -2.722 -4.462 -1.393  0.5205
31 H 0.100 -1.920 -6.969  0.3490
32 C 3.616 -1.458 -3.536  -0.7927
33 C -1.966 -2.459 -1.345  0.3016
34 C 1.162 -3.245 -0.525  -0.8734
35 H -1.754 0.696 -1.215  0.0487
36 H -0.195 0.374 -3.346  0.2180
37 Se 1.500 2.796 5.389  -0.7533
38 C -2.063 2.646 -1.994  -0.3858
39 C 1.959 -1.241 -1.676  -0.2668
40 C 2.978 -2.816 -3.756  -0.0840
41 O -1.555 -1.571 0.848  -0.7595
42 H 4.130 0.953 -2.579  0.4136
43 H 3.643 -0.892 -4.473  0.4088
44 C -0.123 3.291 -1.167  -0.3734
45 H 2.008 -2.688 -4.242  -0.1778
46 H 2.309 -4.438 -2.489  0.4476
47 H 3.605 -3.448 -4.388  0.3936
48 C 2.761 -3.449 -2.394  -0.8742
49 N -1.474 1.667 -1.285  0.5008
50 H -1.371 4.704 -2.373  0.3850
51 C -0.224 -1.837 -5.938  -0.6623
52 C -1.055 -1.597 -3.274  0.1960
53 H -2.123 -4.786 -3.823  0.3699
54 H -3.022 2.503 -2.468  0.4459
55 N 1.865 -2.614 -1.627  0.6478

Forces on the atoms, in the same order (eV/Å):
0.33 -0.22 0.17
-0.02 0.31 0.10
-0.01 0.01 0.02
0.00 0.01 0.01
-0.02 -0.13 -0.08
-0.03 0.02 0.16
0.05 -0.04 0.35
0.01 -0.01 -0.02
0.11 0.20 0.05
0.19 0.41 0.44
-0.03 0.05 0.04
0.23 0.42 0.30
0.01 0.01 -0.03
0.05 0.00 0.00
0.02 -0.01 0.00
-0.05 -0.13 -0.14
0.05 -0.02 -0.02
-0.08 -0.17 -0.35
-0.17 -0.18 -0.06
-0.03 0.01 0.01
0.08 0.08 0.01
-0.26 -0.52 -0.40
0.00 -0.07 0.01
0.08 0.05 -0.09
-0.08 0.01 0.06
0.04 0.04 -0.07
-0.01 0.00 0.03
-0.01 -0.04 0.15
-0.04 0.12 -0.05
-0.02 0.00 -0.04
0.00 0.02 0.02
-0.13 -0.08 0.04
0.03 0.18 0.16
0.02 0.08 0.00
0.01 -0.02 0.03
0.00 -0.03 0.05
-0.07 -0.07 -0.13
-0.05 0.03 -0.06
-0.04 -0.05 0.12
0.03 0.00 0.12
-0.11 0.09 -0.40
0.00 -0.02 0.00
0.03 0.02 0.00
0.06 0.06 -0.01
-0.03 -0.03 -0.05
-0.04 0.00 0.01
0.05 0.04 0.02
-0.01 0.08 -0.07
-0.05 -0.13 -0.21
0.00 -0.02 0.01
-0.03 -0.11 -0.05
-0.07 -0.22 -0.13
0.00 -0.01 0.01
0.04 -0.01 0.04
-0.01 0.02 -0.06

- ΔE to the lowest compared entry with this formula, charge and spin: 0.4344 eV
- Net charge: -2
- E: -306146.309 eV
- Lowest unoccupied orbital energy: 3.656 eV

---

[3]
The following is a DFT calculation (ωB97M-V with the def2-TZVPD basis set) of a structure of composition C19H39O3P3SSn in a non-equilibrium geometry.

Each line ends with the Mulliken charge.
Positions of all 66 atoms, in Å:
1 H -1.051 -3.219 -1.210  0.2459
2 C -1.515 -3.281 -0.220  -0.9371
3 P -0.838 3.014 -0.301  0.6134
4 C 0.545 -0.356 3.887  -1.0040
5 C -0.710 -1.279 -3.080  -0.5935
6 H -0.729 -3.467 0.527  0.1890
7 Sn 0.001 0.136 -0.864  2.0579
8 H -2.746 4.241 -1.154  0.4878
9 C -0.937 4.084 1.173  -1.0516
10 O 0.746 -1.822 1.706  -0.6935
11 C 4.105 0.971 -0.718  -1.1085
12 H -2.656 -2.389 2.469  0.2307
13 H -0.580 -2.997 4.853  0.4930
14 P 2.949 -0.182 0.090  0.8724
15 H -1.420 5.028 0.888  0.4802
16 H 3.204 -1.728 -1.796  0.3528
17 H -4.422 -2.520 -0.927  0.5124
18 H 1.137 -3.067 4.313  0.4408
19 H -0.149 -3.966 3.420  0.3974
20 C 3.342 -1.774 -0.708  -1.1665
21 H -1.286 -2.207 -3.076  1.0841
22 H 4.388 -2.026 -0.484  0.5661
23 H 3.545 0.427 2.360  0.4514
24 C 3.705 -0.451 1.725  -1.1266
25 H 1.629 -0.376 3.761  0.2311
26 H -0.283 5.094 -1.414  0.5060
27 H 4.128 1.921 -0.172  0.4299
28 C 0.693 -1.330 -3.006  -1.0000
29 H 0.112 0.596 3.559  0.1856
30 C -0.607 1.138 -3.371  -0.6185
31 P -2.410 -1.727 0.137  0.4928
32 C -1.707 0.492 0.976  -0.3452
33 H 3.776 1.154 -1.748  0.2928
34 H 2.540 -0.195 -3.213  0.9847
35 C 1.450 -0.151 -3.157  -0.5501
36 H 0.013 3.692 -2.487  0.3191
37 O 1.793 2.427 1.623  -0.1886
38 C -2.533 3.177 -0.973  -1.2381
39 H 0.065 4.286 1.570  0.4395
40 H 1.388 1.992 -3.451  0.6355
41 H 0.267 -0.516 4.930  0.5523
42 C -3.717 -1.702 -1.136  -1.1305
43 O -2.226 0.968 1.914  -0.1417
44 C 0.092 -3.062 3.989  -1.2645
45 H -3.953 -1.277 1.940  0.4514
46 H -2.251 -4.099 -0.210  0.5341
47 H -4.239 -0.739 -1.084  0.4004
48 H -3.259 2.778 -0.257  0.3961
49 H 5.111 0.525 -0.727  0.4805
50 S -0.191 -1.665 2.898  0.6013
51 H -3.281 -1.831 -2.139  0.3207
52 H 2.679 -2.542 -0.285  0.2260
53 C 0.106 4.068 -1.460  -1.2224
54 C 0.798 1.084 -3.312  -0.8237
55 C -3.334 -2.133 1.644  -1.0179
56 H 4.781 -0.625 1.588  0.5261
57 H 1.198 -2.295 -2.906  0.6539
58 H -1.111 2.082 -3.578  0.9365
59 C 1.392 1.701 0.802  -0.3933
60 H -1.536 3.590 1.948  0.3344
61 H -2.449 -0.001 -3.335  0.6133
62 C -1.360 -0.041 -3.243  -0.8600
63 H 1.162 4.067 -1.168  0.3461
64 H -3.975 -2.994 1.403  0.5265
65 H -2.618 2.628 -1.917  0.2753
66 H 3.238 -1.329 2.190  0.3085

Forces on the atoms, in the same order (eV/Å):
-0.09 -0.20 0.25
0.96 0.38 0.02
-0.86 1.66 -0.80
-0.47 0.07 0.11
0.34 -0.07 -0.42
-0.28 0.06 -0.25
0.39 0.44 0.54
0.10 -0.27 0.08
0.34 -0.67 0.58
-0.15 0.41 -0.77
-0.81 0.64 -0.24
-0.37 0.08 -0.36
0.10 0.12 -0.17
3.27 -1.55 0.13
0.09 -0.25 -0.08
0.18 -0.09 0.37
0.24 0.17 0.09
-0.13 -0.06 -0.07
0.11 0.11 0.11
-1.08 -0.30 -0.43
0.19 0.31 0.02
-0.16 0.19 0.07
0.24 -0.17 0.02
-0.99 0.24 0.60
-0.14 -0.11 0.07
0.04 -0.25 0.05
0.15 -0.10 -0.15
0.06 -0.19 -0.84
0.22 -0.13 0.07
0.02 -0.12 -0.16
-1.71 -3.24 -0.06
-2.56 2.83 4.96
0.28 0.09 0.17
-0.33 0.00 0.07
-0.20 -0.27 -0.26
0.06 0.25 0.28
-1.48 -3.00 -3.30
-0.02 -0.56 0.02
-0.28 0.07 -0.05
-0.17 -0.23 0.00
0.09 0.09 -0.01
0.41 0.98 -0.44
2.02 -2.20 -3.94
0.04 -0.08 -0.11
-0.02 -0.29 0.04
-0.03 0.27 0.02
-0.18 -0.25 -0.15
0.00 0.14 -0.15
-0.30 -0.06 0.09
0.57 0.08 0.75
-0.30 0.01 0.40
0.27 0.04 -0.11
0.40 -0.56 -0.11
0.06 0.06 -0.28
0.17 0.68 0.63
-0.20 0.14 -0.19
-0.19 0.30 -0.06
0.13 -0.24 0.11
1.59 3.62 3.96
0.08 0.23 -0.06
0.34 0.02 -0.02
-0.12 -0.03 -0.31
-0.07 0.19 -0.15
0.13 0.20 -0.09
-0.14 0.16 0.12
0.15 0.23 -0.15

- ΔE to the lowest compared entry with this formula, charge and spin: 0.8968 eV
- Net charge: +4
- E: -70965.472 eV
- Lowest unoccupied orbital energy (alpha / beta): -15.379 / -15.557 eV